(1)
A structure of composition C12H20F9INO5S3. Source: the Open Molecules 2025 dataset; level of theory: ωB97M-V/def2-TZVPD.

As for the total charge: -1. The calculation puts the LUMO energy at 2.24 eV. The calculation puts the energy at -89558.52513 eV.

The geometry in XYZ format:
```
51
Properties=species:S:1:pos:R:3:nbo_charge:R:1
N 3.56465 1.94197 -0.92184 -0.845
C 3.68387 0.61147 -1.51676 -0.233
C 2.31928 0.05230 -1.91213 0.087
O 2.48565 -1.24510 -2.48869 -0.734
C 1.55290 0.93801 -2.89133 -0.476
C 0.04121 0.62010 -2.88461 -0.751
I -0.88354 1.10388 -4.76223 0.008
S -0.74469 1.44812 -1.66290 2.086
O -0.00320 1.27130 -0.42827 -0.978
O -1.34513 2.74818 -1.87111 -0.971
C -2.27392 0.34621 -1.34392 0.381
F -2.09736 -0.27891 -0.14756 -0.339
F -2.44636 -0.60644 -2.27494 -0.313
C -3.62620 1.09389 -1.22203 0.583
F -3.60740 1.87326 -0.11834 -0.314
F -3.85077 1.85498 -2.30103 -0.290
C -4.90853 0.20758 -1.10699 0.552
F -5.93157 1.05092 -0.85405 -0.309
F -5.15282 -0.40322 -2.27452 -0.297
C -4.97768 -0.88685 -0.00637 0.924
F -4.23339 -1.94664 -0.31231 -0.297
F -6.25227 -1.29737 0.11337 -0.315
F -4.58863 -0.40825 1.18044 -0.308
H 3.04360 1.89969 -0.05098 0.368
H 4.47826 2.33632 -0.73195 0.345
H 4.13815 -0.12753 -0.83257 0.162
H 4.32270 0.67626 -2.40787 0.176
H 1.71978 -0.04612 -0.99729 0.183
H 3.13800 -1.69140 -1.93170 0.482
H 1.78890 1.98579 -2.66916 0.212
H 1.93999 0.72407 -3.89357 0.222
C 0.45952 2.43495 4.63542 -0.831
S -0.03692 1.11421 3.51486 1.244
O 1.16132 0.80850 2.69468 -0.991
C -1.14667 2.09506 2.50400 -0.833
H 1.24348 2.03461 5.27536 0.230
H 0.84466 3.26889 4.04875 0.229
H -0.39306 2.74479 5.24053 0.219
H -0.59197 2.92388 2.06503 0.242
H -1.97841 2.44489 3.11661 0.215
H -1.50297 1.44763 1.70468 0.273
C 1.51006 -2.57273 1.55192 -0.836
S 3.04499 -3.38502 1.09730 1.253
O 3.35951 -2.89678 -0.26763 -1.010
C 2.35888 -5.03485 0.89258 -0.832
H 1.72973 -1.51112 1.66140 0.278
H 0.78788 -2.71532 0.74860 0.243
H 1.14506 -2.98004 2.49536 0.216
H 1.56636 -4.99554 0.14584 0.237
H 1.98023 -5.39276 1.85026 0.220
H 3.16484 -5.67975 0.54767 0.231
```

(2)
An isolated molecule of C12H20N2S in a non-equilibrium geometry. Source: the Open Molecules 2025 dataset; level of theory: ωB97M-V/def2-TZVPD.

As for the total charge: 0. The calculation puts the LUMO energy at 0.68 eV. The calculation puts the energy at -26580.72427 eV.

The geometry in XYZ format:
```
35
Properties=species:S:1:pos:R:3:nbo_charge:R:1
C -1.00265 -0.82375 -0.16279 -0.123
C -1.60862 1.12982 1.07914 0.093
C -0.62339 0.10079 0.72727 -0.124
C 3.87681 -2.00984 0.25150 -0.592
C -2.37361 -0.75277 -0.76643 -0.460
C 2.73293 -0.81405 0.18184 -0.226
C 1.69565 -0.91419 1.32135 -0.427
C 3.07504 0.69621 0.22546 -0.544
C 0.70420 0.26248 1.35810 -0.370
C -3.36971 -0.12454 0.21584 -0.079
C -4.69315 0.23208 -0.45780 -0.596
C 0.49870 1.81073 -1.88783 -0.426
N -2.84818 1.06098 0.85918 -0.383
N 0.81208 2.49648 -0.67638 -0.857
S 1.43804 1.96055 0.60388 1.023
H -0.33516 -1.59387 -0.52273 0.202
H -1.24809 2.01956 1.58349 0.183
H 3.35518 -2.94248 0.09100 0.212
H 4.60155 -1.83393 -0.53472 0.213
H -2.32156 -0.13276 -1.67297 0.210
H -2.72008 -1.74216 -1.06812 0.221
H 4.36192 -2.00436 1.21870 0.205
H 2.22517 -0.99774 -0.77281 0.191
H 1.13718 -1.85125 1.26127 0.219
H 2.24541 -0.92020 2.26547 0.208
H 3.70702 0.94515 1.07143 0.203
H 3.50449 1.08217 -0.69370 0.215
H 0.56757 0.58753 2.39157 0.223
H -3.57454 -0.84316 1.02626 0.194
H -4.51824 0.89237 -1.30319 0.205
H -5.33092 0.74760 0.25467 0.222
H -5.19824 -0.66495 -0.80262 0.202
H -0.57997 1.63523 -1.95597 0.192
H 1.01701 0.85167 -1.98743 0.170
H 0.79014 2.45460 -2.72193 0.201
```

(3)
The ion C12H20N4 with charge +2 in a non-equilibrium geometry. Source: the Open Molecules 2025 dataset; level of theory: ωB97M-V/def2-TZVPD.

As for the total charge: +2. The calculation puts the LUMO energy at -7.21 eV. The calculation puts the energy at -18705.12367 eV. Its SMILES is CC1=C=[N+](CC#N)C[N@H+](C(C)C)NC/C=C\1.

The geometry in XYZ format:
```
36
Properties=species:S:1:pos:R:3:nbo_charge:R:1
C -2.50766 1.98356 2.20994 -0.639
C -2.13634 1.04274 1.05542 -0.030
C -1.06960 1.34471 0.38255 0.437
N -0.01599 1.77203 -0.10617 -0.320
C -0.09377 2.59639 -1.39612 -0.290
C 0.13155 1.67347 -2.49323 0.236
N 0.15807 0.74725 -3.15418 -0.233
C 1.18364 0.83921 0.07756 -0.078
N 0.72288 -0.60449 0.21456 -0.222
C 1.98365 -1.53198 -0.15842 -0.016
C 3.18679 -1.22990 0.71327 -0.657
C 2.06259 -1.43331 -1.67029 -0.665
N -0.47721 -0.83622 -0.43918 -0.457
C -1.32354 -1.86411 0.00537 -0.296
C -2.63144 -1.35795 0.55799 -0.060
C -3.03703 -0.13116 0.90137 -0.212
H -2.09386 3.03614 2.11449 0.255
H -2.41007 1.53303 3.11840 0.257
H -3.59251 2.32842 2.24749 0.283
H 0.70123 3.39856 -1.24632 0.289
H -1.02969 2.95856 -1.36792 0.267
H 1.72708 1.11378 -0.78818 0.254
H 1.70201 1.35585 0.90206 0.286
H 0.46639 -0.51315 1.20499 0.446
H 1.70382 -2.67225 0.05734 0.263
H 3.84333 -2.12733 0.50166 0.284
H 3.79826 -0.51522 0.37148 0.235
H 2.82107 -1.17589 1.78168 0.238
H 1.21986 -1.61893 -2.21338 0.241
H 2.87707 -2.20975 -1.87590 0.280
H 2.52225 -0.43075 -2.08162 0.226
H -0.68197 -0.49038 -1.34963 0.440
H -0.91079 -2.42718 0.74022 0.241
H -1.60693 -2.61172 -0.64455 0.256
H -3.25893 -2.10322 0.59371 0.221
H -3.93421 0.16120 1.23353 0.243
```

(4)
A structure of composition C12H20N4O2Re in a non-equilibrium geometry. Source: the Open Molecules 2025 dataset; level of theory: ωB97M-V/def2-TZVPD.

As for the total charge: +4. The calculation puts the LUMO energy (spin up / spin down) at -16.16 / -16.60 eV. The calculation puts the energy at -24908.31348 eV. Its expectation value of S² is 3.7688. The spin multiplicity is 4.

The geometry in XYZ format:
```
39
Properties=species:S:1:pos:R:3:lowdin_spin:R:1
Re -1.05826 -1.08090 0.66244 2.477
N 2.95639 2.78444 -0.67368 0.000
C 1.97122 1.78379 -0.08801 0.002
C 1.07747 2.50826 0.92739 0.002
C 0.34787 1.60898 1.92937 0.017
N -0.92764 0.94013 1.37121 0.035
C 1.25300 0.56321 2.56374 0.002
C 2.02077 -0.25280 1.53580 0.016
N 1.08529 -1.31582 0.91706 0.045
C 2.76432 0.61456 0.51351 0.002
H 2.49209 3.51819 -1.22493 0.000
H 3.64211 2.34129 -1.29948 0.000
H 3.49697 3.26845 0.05630 0.000
H 1.38143 1.44680 -0.94278 0.001
H 0.37023 3.16742 0.41608 0.000
H 1.69241 3.16498 1.55217 0.001
H -0.02186 2.26693 2.71703 0.000
H -1.43091 1.59587 0.76081 0.009
H -1.55707 0.85308 2.18664 0.005
H 0.68886 -0.08611 3.24640 0.001
H 1.97324 1.07875 3.20330 0.000
H 2.78693 -0.83051 2.05312 0.000
H 1.09825 -2.07872 1.61393 0.008
H 1.55074 -1.75657 0.11452 0.009
H 3.18845 -0.00734 -0.27980 0.000
H 3.62194 1.00901 1.06962 0.001
O -4.48152 -3.12924 0.64663 0.017
C -3.54693 -2.54374 0.29531 0.029
O -2.60291 -1.92943 1.18763 0.164
C -3.08611 -2.27165 -1.08027 0.029
C -3.73973 -2.69376 -2.19991 0.005
C -3.19883 -2.35384 -3.44743 0.034
C -2.03115 -1.58731 -3.51249 0.001
C -1.40837 -1.19531 -2.35510 0.028
N -1.92399 -1.53574 -1.13723 0.054
H -4.65301 -3.27104 -2.10072 0.000
H -3.68578 -2.68801 -4.35705 0.002
H -1.60609 -1.29921 -4.46556 0.000
H -0.49983 -0.60707 -2.37555 0.004
```